{
  "formula": "C4H20AgNO7V",
  "method": "ωB97M-V with the def2-TZVPD basis set",
  "species": ["V", "Ag", "O", "H", "O", "H", "O", "H", "C", "C", "C", "O", "C", "N", "H", "H", "H", "H", "H", "H", "H", "H", "H", "H", "H", "O", "H", "H", "O", "H", "H", "O", "H", "H"],
  "positions_angstrom": [[-2.160, -0.531, -2.840], [-3.326, 0.141, 0.202], [-4.082, -0.805, -1.821], [-4.592, -1.537, -2.219], [-1.561, 0.610, -1.123], [-0.978, 0.326, -0.392], [-2.206, -1.820, 0.536], [-1.279, -1.817, 0.847], [1.311, 2.031, 0.807], [1.860, 0.667, 0.186], [1.633, -0.571, 1.023], [2.185, -1.756, 0.425], [3.491, -2.023, 0.906], [1.277, 0.575, -1.123], [1.675, 2.863, 0.206], [1.891, 2.047, 1.730], [0.253, 2.065, 1.071], [2.935, 0.817, 0.078], [0.579, -0.823, 1.134], [2.032, -0.316, 2.005], [4.199, -1.201, 0.799], [3.751, -2.922, 0.347], [3.399, -2.277, 1.962], [1.637, 1.462, -1.445], [0.288, 0.766, -1.048], [-1.092, 3.169, -1.999], [-1.203, 2.255, -1.739], [-1.948, 3.569, -1.845], [-1.325, -2.308, -1.805], [-0.478, -2.754, -1.786], [-1.628, -2.329, -0.897], [-2.284, 0.781, 2.231], [-2.703, 1.299, 2.918], [-1.552, 0.349, 2.669]],
  "forces_ev_per_a": [[-1.5273, -0.7600, 2.7532], [-0.5693, -1.1615, -0.0030], [2.1288, 0.2868, -1.4057], [0.1141, 0.4923, 0.6934], [0.9610, -0.2781, -0.4863], [-1.0080, -0.2724, -0.5016], [-0.1511, 0.0869, 0.3884], [-0.2717, 0.2615, 0.3794], [0.5707, -0.1748, 0.2329], [0.6899, -1.8415, -0.1536], [-0.1469, -0.9627, -0.0672], [-0.7671, 2.2948, 0.3164], [-0.0609, -1.1225, 0.3253], [0.9546, 3.1374, 2.3798], [-0.4708, 0.0743, -0.0187], [0.0550, 0.0381, 0.1951], [-0.0184, -0.0814, -0.4780], [0.0650, 0.0548, -0.0621], [-0.3356, 0.4246, 0.0918], [0.1233, -0.5373, 0.2573], [0.0012, -0.0222, -0.3534], [0.6361, 0.2490, 0.1587], [0.2886, -0.0599, 0.1194], [0.5237, 0.0781, -2.3265], [-1.3713, -0.9978, -1.1118], [0.5155, 0.2088, -0.2574], [-0.3468, -0.3453, 0.3012], [-0.1840, 0.3513, -0.0085], [0.4849, 0.5219, -1.9774], [0.4030, -0.2439, -0.5153], [-1.1386, 0.2011, 1.0536], [0.0878, 0.1255, -0.3830], [-0.3415, 0.3115, 0.2754], [0.1061, -0.3373, 0.1881]],
  "lowdin_spin": [2.94, 0.26, 0.04, 0.00, 0.05, 0.00, 0.68, 0.01, 0.15, 0.11, 0.01, 0.02, 0.00, 0.63, 0.00, 0.02, 0.00, 0.01, 0.00, 0.00, 0.00, 0.00, 0.00, 0.02, 0.03, 0.00, 0.00, 0.00, 0.02, 0.00, 0.00, 0.01, 0.00, 0.00],
  "s_squared": 8.769,
  "spin_multiplicity": 6,
  "e_lumo_ev": [-7.165, -11.492],
  "total_charge": 2,
  "energy_ev": -49959.543,
  "homo_ev": [-16.08, -16.42]
}

{
  "formula": "C4H20InO8",
  "method": "ωB97M-V with the def2-TZVPD basis set",
  "species": ["In", "O", "H", "H", "O", "H", "H", "O", "H", "H", "O", "H", "H", "C", "C", "O", "O", "H", "H", "H", "H", "H", "H", "C", "C", "O", "O", "H", "H", "H", "H", "H", "H"],
  "positions_angstrom": [[-0.095, 0.470, 0.035], [-0.333, 1.006, -2.851], [0.292, 1.465, -3.413], [-1.173, 1.101, -3.299], [-2.761, 0.924, -1.242], [-3.397, 0.256, -1.499], [-3.011, 1.699, -1.745], [-2.355, 1.008, 1.909], [-3.259, 0.730, 1.763], [-2.388, 1.513, 2.721], [-1.949, -1.795, 0.585], [-2.453, -1.807, 1.398], [-2.455, -2.338, -0.019], [0.693, -3.121, -1.102], [-0.002, -2.519, -2.369], [-1.151, -1.656, -2.047], [1.412, -2.078, -0.438], [1.360, -3.928, -1.406], [-0.028, -3.550, -0.407], [-0.341, -3.319, -3.028], [0.709, -1.872, -2.882], [-1.895, -1.865, -2.617], [2.138, -2.584, -0.067], [1.867, 2.551, 2.827], [2.987, 2.212, 1.819], [2.617, 0.984, 1.175], [0.624, 2.702, 2.164], [2.174, 3.513, 3.236], [1.860, 1.718, 3.530], [3.911, 2.100, 2.386], [3.046, 3.031, 1.103], [3.423, 0.493, 1.000], [-0.068, 2.953, 2.780]],
  "forces_ev_per_a": [[-1.0404, -0.8884, -0.1178], [0.5800, -0.3665, 1.2093], [0.6237, 0.3646, -0.1874], [-0.5937, -0.0564, 0.0836], [0.9026, -0.0888, 0.5750], [-0.2467, -0.4568, 0.0274], [-0.1170, 0.6209, -0.0905], [1.1218, -0.2841, -0.5967], [-0.4510, -0.1021, -0.3751], [0.0958, 0.2688, 0.4316], [0.8660, 0.9199, 0.2839], [-0.1193, 0.0027, 0.6258], [-0.0535, -0.1697, -0.6321], [-1.9153, 0.7794, -0.8495], [-0.7375, -0.2124, 0.5295], [1.7011, -0.3126, 0.4051], [-0.4262, 0.3039, -0.4450], [0.3032, 0.1795, -0.3194], [-0.1402, 0.0211, -0.0765], [0.1597, 0.0123, 0.0444], [0.2402, -0.0059, -0.0909], [-0.2099, -0.3156, -0.1261], [0.7167, 0.6525, 0.9880], [1.3910, -0.7751, -0.5112], [-1.7206, 0.6701, 0.0715], [-0.6100, 0.0326, -0.1481], [0.1029, -0.5118, -1.4380], [-0.2880, 0.1428, 0.5278], [-0.3694, 0.3982, 0.5487], [0.0778, -0.1488, -0.0813], [0.3837, -0.1644, -0.1972], [0.1183, -0.4588, -0.4581], [-0.3458, -0.0514, 0.3894]],
  "nbo_charge": [1.88, -0.93, 0.52, 0.52, -0.95, 0.51, 0.51, -0.96, 0.52, 0.51, -0.94, 0.51, 0.51, -0.11, -0.10, -0.70, -0.71, 0.26, 0.21, 0.24, 0.22, 0.52, 0.53, -0.11, -0.10, -0.73, -0.62, 0.26, 0.21, 0.25, 0.21, 0.53, 0.52],
  "e_lumo_ev": -16.887,
  "total_charge": 3,
  "energy_ev": -25990.920,
  "homo_ev": -20.69
}

{
  "formula": "C4H20N8O8Y",
  "method": "ωB97M-V with the def2-TZVPD basis set",
  "species": ["Y", "O", "H", "O", "H", "O", "H", "O", "H", "C", "O", "N", "N", "H", "H", "H", "H", "C", "O", "N", "N", "H", "H", "H", "H", "C", "O", "N", "N", "H", "H", "H", "H", "C", "O", "N", "N", "H", "H", "H", "H"],
  "positions_angstrom": [[-0.156, 0.184, 0.447], [-0.236, -1.618, -0.798], [-0.153, -2.302, -1.454], [0.952, -0.677, 2.162], [1.788, -0.241, 2.354], [-1.788, 0.121, 1.982], [-2.428, 0.201, 2.683], [0.136, 2.340, 1.018], [-0.551, 2.988, 0.863], [-3.088, 1.528, -0.482], [-2.066, 0.925, -0.773], [-3.902, 1.192, 0.540], [-3.668, 2.454, -1.311], [-3.492, 0.562, 1.232], [-4.673, 1.791, 0.755], [-4.566, 2.859, -1.151], [-3.155, 2.656, -2.151], [1.021, 1.932, -2.514], [0.483, 1.186, -1.720], [2.339, 2.308, -2.426], [0.369, 2.558, -3.519], [2.819, 1.893, -1.654], [2.695, 2.874, -3.168], [-0.571, 2.253, -3.711], [0.872, 2.981, -4.276], [3.494, -0.402, -0.469], [2.317, -0.316, -0.185], [4.043, -1.546, -0.978], [4.387, 0.637, -0.386], [5.024, -1.643, -0.790], [3.406, -2.324, -1.026], [4.010, 1.527, -0.115], [5.352, 0.443, -0.564], [-1.357, -3.411, 3.163], [-1.265, -2.912, 4.286], [-2.096, -4.528, 2.936], [-0.624, -3.019, 2.088], [-2.345, -4.883, 2.035], [-2.431, -4.980, 3.767], [-0.896, -3.378, 1.191], [0.002, -2.209, 2.119]],
  "forces_ev_per_a": [[-0.2486, -0.1259, 1.6956], [-0.2215, -0.0401, 0.1980], [-0.0195, -0.0083, -0.1272], [0.2831, 0.0658, -0.2112], [-0.0989, -0.2246, 0.0656], [-0.6614, -0.1564, -1.0202], [0.4020, -0.1392, 0.5369], [0.4540, -0.1648, -0.5157], [-0.0366, 0.0525, 0.0431], [-1.4397, -1.2015, 0.0533], [-0.2909, 0.9028, -0.4739], [0.0190, -0.1245, 0.1357], [1.0423, 0.4819, -0.8033], [0.6263, 0.0616, 0.1338], [-0.0469, 0.0283, 0.2438], [-0.0641, 0.0162, 0.0260], [-0.1974, 0.1737, 0.0651], [0.5036, -0.2369, 1.4164], [0.3187, 0.3924, -0.9509], [-1.1539, -0.4527, -0.1316], [-1.0667, 0.3234, -0.9599], [0.5629, 0.1273, -0.2064], [0.7521, 0.0381, 0.3531], [0.1059, -0.0994, 0.0595], [-0.0162, -0.0066, -0.0467], [-1.2227, -0.0849, 0.0889], [0.9272, 0.5833, -0.4224], [0.2094, 0.2558, -0.1521], [-0.3595, -0.1655, 0.0011], [-0.0519, -0.7570, -0.1608], [0.2643, -0.1713, 0.2892], [0.4434, 0.0335, 0.4453], [0.1366, 0.6043, 0.0063], [2.0602, 1.4079, -0.0207], [-0.3644, -0.5720, -0.3289], [-1.1501, -1.1163, 0.5516], [-0.4161, -0.3640, 0.2993], [0.1383, 0.0389, -0.0551], [-0.2659, 0.0528, -0.2088], [0.2267, 0.2873, -0.2154], [-0.0828, 0.2840, 0.3038]],
  "nbo_charge": [2.06, -1.25, 0.44, -1.23, 0.44, -1.23, 0.44, -1.25, 0.43, 0.81, -0.66, -0.84, -0.86, 0.46, 0.36, 0.38, 0.39, 0.80, -0.61, -0.85, -0.84, 0.42, 0.38, 0.40, 0.37, 0.78, -0.58, -0.85, -0.87, 0.37, 0.42, 0.41, 0.38, 0.77, -0.69, -0.87, -0.84, 0.38, 0.39, 0.38, 0.47],
  "de_lowest_kj_mol": 0.0,
  "e_lumo_ev": 2.511,
  "total_charge": -1,
  "energy_ev": -33824.803,
  "homo_ev": -3.85
}

{
  "formula": "C4H20O8Sr",
  "method": "ωB97M-V with the def2-TZVPD basis set",
  "species": ["Sr", "O", "H", "H", "O", "H", "H", "O", "H", "H", "O", "H", "H", "C", "C", "O", "O", "H", "H", "H", "H", "H", "H", "C", "C", "O", "O", "H", "H", "H", "H", "H", "H"],
  "positions_angstrom": [[-0.647, -1.130, -0.113], [1.673, -2.069, -0.345], [2.295, -2.726, -0.002], [2.168, -1.604, -1.040], [-2.032, -1.893, -2.130], [-1.577, -1.985, -2.982], [-2.911, -2.267, -2.283], [-2.709, -0.762, 1.135], [-2.852, -0.314, 1.982], [-3.589, -1.070, 0.869], [-1.022, -3.562, 0.183], [-0.495, -4.142, -0.388], [-1.776, -4.106, 0.455], [1.534, 1.551, -1.480], [1.346, 3.014, -1.816], [0.654, 3.065, -3.041], [0.303, 0.822, -1.701], [1.803, 1.474, -0.426], [2.298, 1.072, -2.099], [2.332, 3.481, -1.929], [0.884, 3.525, -0.962], [0.903, 3.835, -3.559], [-0.128, 1.281, -2.445], [0.160, -0.094, 2.960], [0.313, 1.215, 2.193], [-0.463, 1.370, 0.982], [0.288, -1.303, 2.175], [-0.775, -0.247, 3.511], [0.936, -0.061, 3.730], [1.366, 1.414, 1.985], [-0.011, 1.988, 2.893], [-0.804, 2.268, 0.944], [0.534, -2.038, 2.746]],
  "forces_ev_per_a": [[0.2583, 0.9566, -0.4944], [0.4684, 0.0652, -0.5578], [-0.1570, 0.1129, 0.0492], [0.0079, -0.2020, 0.1617], [0.0298, -0.0728, -0.4255], [-0.1965, 0.0738, 0.0975], [0.1289, 0.0887, 0.0389], [-0.8281, -0.0802, 0.2842], [0.0620, -0.0255, -0.1814], [0.1323, 0.1087, 0.1041], [-0.0229, -0.6760, -0.0661], [-0.1166, 0.0400, 0.1650], [0.1557, 0.1061, 0.0486], [-0.0819, -0.3029, -0.0617], [1.0836, 0.1497, -0.0611], [-0.5069, -0.1175, 0.1960], [-0.1237, -0.0242, 0.0256], [-0.0071, -0.2084, -0.0307], [0.0882, 0.2488, 0.0123], [-0.0034, -0.1684, 0.1461], [-0.5466, 0.0733, -0.3984], [-0.0229, 0.0850, 0.0262], [0.1066, -0.1667, 0.0538], [-0.3124, -0.5413, 0.6056], [-0.2997, 0.4689, 0.2812], [0.2042, -1.0394, 0.6630], [0.4236, 0.5525, -0.2742], [-0.1315, 0.7667, -0.1777], [0.0895, -0.0187, -0.1173], [0.0211, -0.2168, -0.1792], [0.1508, -0.0670, 0.1496], [-0.0469, -0.0258, -0.0958], [-0.0068, 0.0568, 0.0128]],
  "nbo_charge": [1.87, -1.01, 0.52, 0.51, -1.01, 0.51, 0.52, -1.01, 0.52, 0.51, -1.01, 0.51, 0.52, -0.08, -0.09, -0.74, -0.82, 0.18, 0.18, 0.20, 0.17, 0.51, 0.52, -0.11, -0.12, -0.78, -0.81, 0.18, 0.22, 0.19, 0.22, 0.51, 0.52],
  "de_lowest_kj_mol": 39.2,
  "e_lumo_ev": -5.941,
  "total_charge": 2,
  "energy_ev": -21677.255,
  "homo_ev": -16.10
}

{
  "formula": "C4H21CdNO6",
  "method": "ωB97M-V with the def2-TZVPD basis set",
  "species": ["Cd", "C", "C", "C", "O", "C", "N", "H", "H", "H", "H", "H", "H", "H", "H", "H", "H", "H", "O", "H", "H", "O", "H", "H", "O", "H", "H", "O", "H", "H", "O", "H", "H"],
  "positions_angstrom": [[1.007, -1.706, -1.814], [0.209, 3.998, 1.559], [0.355, 2.464, 1.752], [-0.440, 1.906, 2.985], [-1.809, 1.934, 2.604], [-2.700, 1.407, 3.593], [-0.073, 1.786, 0.565], [0.966, 4.272, 0.823], [0.307, 4.538, 2.500], [-0.824, 4.179, 1.264], [1.414, 2.260, 1.911], [-0.483, 2.505, 3.895], [-0.248, 0.894, 3.341], [-2.498, 0.354, 3.789], [-3.710, 1.491, 3.191], [-2.587, 1.919, 4.548], [-1.064, 1.731, 0.752], [-0.012, 2.480, -0.166], [4.029, -2.371, -0.135], [4.730, -1.749, -0.329], [4.477, -3.128, 0.243], [-1.321, -3.180, 0.521], [-2.249, -2.948, 0.565], [-1.262, -4.020, 0.978], [-2.303, -1.259, -3.852], [-3.125, -1.194, -3.365], [-2.494, -0.858, -4.700], [2.850, -0.693, -4.933], [3.057, 0.210, -5.177], [2.944, -1.189, -5.746], [0.958, -5.116, -3.403], [0.649, -6.020, -3.470], [1.252, -4.898, -4.287]],
  "forces_ev_per_a": [[-0.0892, -0.1875, 0.2870], [-0.4882, -0.5759, 0.2150], [0.8639, -0.6561, 2.7082], [-1.4533, 0.6301, -0.1869], [-0.5276, -0.4840, -0.5797], [0.1694, -0.0497, -0.2929], [-0.7326, 0.8292, -0.1650], [-0.3169, 0.5133, 0.0394], [0.5269, -0.1573, -0.0136], [0.1220, 0.2062, -0.4700], [0.2322, 0.0502, 0.1893], [1.2865, 0.5528, -0.0249], [0.7905, -0.3045, -0.4353], [0.1423, -0.2165, -0.1495], [0.1414, 0.1820, 0.1755], [-0.1324, 0.3111, -0.0499], [-0.8933, -0.9442, -0.4240], [0.3965, -0.2815, -0.8602], [-0.7607, 0.3239, -0.3376], [0.2728, 0.2264, -0.0656], [0.0403, -0.4039, 0.1265], [0.4919, 0.4362, -0.4044], [-0.3185, 0.0999, -0.0257], [0.1207, -0.3403, 0.1344], [0.5673, -0.1021, 0.3887], [-0.2935, -0.0322, 0.1270], [-0.0048, 0.1110, -0.3363], [-0.3173, -0.1998, 0.6545], [0.0846, 0.3291, -0.0542], [0.0370, -0.2269, -0.2654], [0.1198, 0.7549, 0.2949], [-0.1749, -0.3208, 0.1191], [0.0968, -0.0730, -0.3184]],
  "nbo_charge": [1.46, -0.60, -0.09, -0.09, -0.55, -0.26, -0.65, 0.22, 0.26, 0.23, 0.23, 0.21, 0.20, 0.18, 0.22, 0.19, 0.40, 0.38, -0.97, 0.49, 0.50, -0.97, 0.49, 0.50, -0.97, 0.48, 0.49, -0.97, 0.49, 0.49, -0.97, 0.50, 0.48],
  "e_lumo_ev": -12.365,
  "total_charge": 2,
  "energy_ev": -22806.761,
  "homo_ev": -15.13
}

{
  "formula": "C4H21CuNO10S",
  "method": "ωB97M-V with the def2-TZVPD basis set",
  "species": ["Cu", "S", "O", "O", "O", "O", "C", "C", "C", "O", "C", "N", "H", "H", "H", "H", "H", "H", "H", "H", "H", "H", "H", "O", "H", "H", "O", "H", "H", "O", "H", "H", "O", "H", "H", "O", "H", "H"],
  "positions_angstrom": [[7.144, 2.768, -38.770], [6.000, 3.323, -41.967], [4.836, 2.410, -41.939], [6.697, 3.365, -43.244], [5.610, 4.693, -41.527], [6.951, 2.770, -40.911], [7.508, 5.760, -36.763], [7.327, 4.495, -35.966], [5.871, 4.091, -35.837], [5.081, 5.008, -35.119], [5.501, 5.246, -33.795], [8.041, 3.409, -36.636], [7.200, 5.597, -37.800], [8.526, 6.149, -36.698], [6.847, 6.554, -36.402], [7.748, 4.661, -34.962], [5.794, 3.071, -35.421], [5.436, 4.022, -36.837], [5.878, 4.330, -33.310], [4.644, 5.570, -33.208], [6.308, 5.986, -33.764], [8.129, 2.593, -36.034], [9.000, 3.671, -36.839], [9.603, 2.897, -39.451], [9.822, 2.008, -39.749], [10.268, 3.108, -38.787], [4.884, 1.454, -39.222], [4.872, 1.824, -40.144], [5.354, 0.620, -39.315], [7.384, 0.485, -38.183], [6.871, -0.013, -37.537], [8.047, -0.129, -38.518], [5.430, 4.475, -38.820], [4.624, 4.908, -38.524], [5.453, 4.661, -39.840], [8.019, 0.311, -40.989], [8.779, 0.295, -40.403], [7.610, 1.244, -40.901]],
  "forces_ev_per_a": [[-0.4770, 0.3758, -0.4271], [-0.0274, 0.0015, -0.0723], [-0.0584, 0.1324, 0.0224], [-0.2653, -0.1168, 0.1170], [-0.0471, -0.1103, 0.5321], [0.8794, -0.1557, 1.0418], [-0.4486, 0.6887, -0.2827], [0.3436, 0.1839, 0.4025], [-0.2288, -0.4617, -0.4818], [-0.1723, 0.1179, 0.3537], [0.2654, -0.4565, 0.0406], [0.0806, -0.7291, -0.4478], [0.2550, -0.0849, 0.0378], [0.0786, -0.1445, -0.1147], [0.0572, -0.1422, 0.1748], [-0.0613, -0.0797, -0.0020], [0.0810, 0.1907, 0.3080], [0.1571, 0.0207, 0.2064], [-0.0452, 0.0476, -0.1803], [-0.0334, 0.2557, -0.1253], [-0.1436, 0.0976, 0.1272], [-0.2705, 0.0271, -0.0893], [-0.1215, 0.2434, -0.1047], [0.1705, 0.0212, 0.2917], [-0.0503, 0.1059, -0.2391], [0.0431, -0.0279, -0.0853], [-0.0401, 0.0526, -0.0610], [-0.1056, -0.0804, 0.1349], [0.0611, 0.0690, -0.2409], [0.2478, -0.2090, 0.5956], [-0.0471, 0.1076, -0.0321], [-0.2424, -0.0168, -0.2109], [0.1232, 0.6256, -1.4195], [-0.1107, -0.0790, 0.0044], [0.0799, -0.4558, 0.6491], [-0.1641, 0.4422, 0.2870], [0.0729, 0.0740, -0.1839], [0.1644, -0.5306, -0.5261]],
  "nbo_charge": [0.88, 2.60, -1.08, -1.03, -1.08, -1.21, -0.64, -0.08, -0.09, -0.53, -0.25, -0.86, 0.27, 0.19, 0.22, 0.16, 0.15, 0.25, 0.16, 0.19, 0.16, 0.37, 0.36, -0.92, 0.47, 0.46, -1.01, 0.53, 0.46, -0.95, 0.48, 0.48, -1.05, 0.47, 0.54, -0.98, 0.41, 0.52],
  "e_lumo_ev": 1.856,
  "total_charge": -1,
  "energy_ev": -81930.695,
  "homo_ev": -4.32
}